No. 1
{
  "formula": "C3H4CoFO3",
  "method": "ωB97M-V/def2-TZVPD",
  "symbols": ["Co", "F", "O", "O", "O", "C", "C", "C", "H", "H", "H", "H"],
  "xyz": [[2.80642, 0.36202, 2.19780], [-2.47758, 1.08511, -0.99047], [0.70745, 0.52906, 1.12881], [2.28802, -0.97674, 0.93398], [0.33961, -1.29170, -0.09452], [-0.48049, -0.49080, -0.96087], [-0.99761, 0.68650, -0.13650], [1.10953, -0.62077, 0.73940], [-1.29656, -1.13607, -1.30057], [-0.55676, 1.63891, -0.45516], [0.13696, -0.14799, -1.79745], [-1.57898, 0.36247, 0.73555]],
  "mulliken_spin": [3.98, 0.00, -0.02, -0.01, 0.00, 0.00, 0.00, 0.04, 0.00, 0.00, 0.00, 0.00],
  "charge": 0,
  "multiplicity": 5,
  "homo_energy_ev": [-8.09, -11.05],
  "e_above_lowest_ev": 0.882,
  "lumo_energy_ha": [0.0019, -0.0689],
  "orbital_gap_ha": [0.299, 0.337]
}


No. 2
{
  "formula": "C17H12AuF6N3O10S2",
  "method": "ωB97M-V/def2-TZVPD",
  "symbols": ["Au", "S", "S", "F", "F", "F", "F", "F", "F", "O", "O", "O", "O", "O", "O", "O", "O", "O", "O", "N", "N", "N", "C", "C", "C", "C", "C", "C", "C", "C", "C", "C", "C", "C", "C", "C", "C", "C", "C", "H", "H", "H", "H", "H", "H", "H", "H", "H", "H", "H", "H"],
  "xyz": [[0.15850, -0.21971, -0.13963], [4.19704, 1.24653, -3.19242], [3.11227, -0.67774, -1.55391], [4.25936, -1.62812, 0.62618], [5.64673, -0.69538, -0.73814], [2.01792, 2.67108, -2.68580], [2.84746, 2.95630, -4.65724], [4.34722, 0.52077, 0.49013], [1.73916, 1.15490, -4.20568], [4.62875, 1.96701, -2.02876], [5.00476, 1.25947, -4.37358], [-3.71668, 3.48998, -6.44423], [-4.83254, 5.72752, -0.76023], [-2.35046, 1.88683, -6.04244], [2.12040, 0.29425, -1.09275], [2.72791, -2.05466, -1.57719], [-0.81680, 0.97712, -1.52800], [-1.39023, 2.34753, 0.14270], [-5.54020, 6.07489, -2.85353], [3.80702, -0.27231, -2.88355], [-4.80379, 5.46311, -2.00646], [-3.03919, 2.82475, -5.67868], [-2.28836, 2.76120, -2.02863], [-2.24235, 2.42962, -3.38678], [-3.90997, 4.16188, -3.83060], [4.42636, -0.59915, -0.21547], [-2.19821, -2.15304, 4.00495], [2.58388, 2.05066, -3.70898], [-1.45075, 2.00114, -1.03098], [-0.89501, -1.93220, 4.51083], [0.18459, -1.73486, 3.62257], [-3.11870, 3.76519, -1.56680], [-2.44147, -2.19027, 2.67037], [-1.56448, -0.70845, 0.81226], [-1.35171, -1.97091, 1.67094], [1.01700, -1.48253, 1.23933], [0.00350, -1.78326, 2.27468], [-3.94905, 4.47535, -2.46022], [-3.06275, 3.15634, -4.24258], [-1.59905, 1.64493, -3.74968], [1.94135, -1.07054, 1.64676], [1.17280, -1.52214, 4.01738], [-1.77355, 0.16534, 1.42859], [-0.73167, -1.89275, 5.57990], [1.25590, -2.37194, 0.64331], [-3.01768, -2.28556, 4.70251], [-4.53753, 4.70090, -4.51906], [-1.30858, -2.82451, 0.97466], [-3.44786, -2.34781, 2.29859], [-3.14401, 4.00871, -0.51623], [-2.33614, -0.81593, 0.04938]],
  "mulliken_spin": [0.02, 0.00, 0.00, 0.00, 0.00, 0.00, 0.00, 0.00, 0.00, 0.00, 0.00, 0.00, 0.22, -0.01, 0.00, 0.00, 0.01, 0.00, 0.21, 0.00, 0.20, 0.00, -0.07, 0.20, 0.11, 0.00, -0.15, 0.00, -0.02, 0.45, -0.12, 0.13, 0.33, 0.11, -0.02, -0.02, 0.29, -0.01, -0.05, 0.04, 0.01, -0.01, -0.02, 0.04, 0.02, -0.01, 0.03, 0.06, 0.01, 0.02, 0.00],
  "charge": -2,
  "multiplicity": 3,
  "homo_energy_ev": [-0.39, -3.45],
  "lumo_energy_ha": [0.1530, 0.1213],
  "orbital_gap_ha": [0.167, 0.248]
}


No. 3
{
  "formula": "C2H10NSi",
  "method": "ωB97M-V/def2-TZVPD",
  "symbols": ["Si", "N", "C", "C", "H", "H", "H", "H", "H", "H", "H", "H", "H", "H"],
  "xyz": [[1.81206, -0.35887, -0.01072], [-0.44701, 1.39609, 0.15714], [-1.29190, -1.24662, -0.00998], [0.14878, 0.31444, -0.67571], [-0.26641, 0.54145, -1.60302], [0.06549, 2.29695, 0.15085], [-2.25511, -0.79004, -0.27128], [1.70726, 0.33234, 1.26729], [-0.11182, 1.18562, 1.06880], [-1.13451, -2.03960, -0.66017], [1.49352, -1.79702, 0.26262], [-1.49998, 1.41903, 0.00495], [3.08091, -0.19493, -0.72856], [-1.30128, -1.05887, 1.04779]],
  "nbo_charge": [0.86, -0.72, -0.49, -0.46, 0.22, 0.44, 0.19, -0.19, 0.44, 0.24, -0.12, 0.46, -0.10, 0.22],
  "charge": 1,
  "homo_energy_ev": -14.36,
  "e_above_lowest_ev": 5.163,
  "lumo_energy_ha": -0.1482,
  "orbital_gap_ha": 0.380
}


No. 4
{
  "formula": "C5H6N4OS",
  "method": "ωB97M-V/def2-TZVPD",
  "symbols": ["S", "O", "N", "N", "N", "N", "C", "C", "C", "C", "C", "H", "H", "H", "H", "H", "H"],
  "xyz": [[-0.96825, 0.20892, -3.34219], [1.26254, -1.36248, 1.38955], [0.91154, 1.97981, 1.95836], [-0.18182, 1.77722, 1.31307], [1.13489, -0.18412, -1.81598], [1.56551, 0.83812, 2.09924], [-0.10504, -0.36768, -1.95178], [-0.90592, -1.07431, -0.90130], [-1.38707, -0.06095, 0.14854], [-0.26939, 0.50946, 0.92244], [0.91058, -0.19957, 1.42398], [-1.77324, -1.55047, -1.35805], [-0.27371, -1.82632, -0.42478], [-1.95310, 0.75099, -0.31626], [2.46757, 0.80103, 2.55030], [1.62565, 0.33826, -2.53471], [-2.06073, -0.57789, 0.83957]],
  "mulliken_spin": [1.00, 0.29, 0.36, -0.11, 0.08, 0.03, -0.07, 0.02, 0.01, 0.34, 0.04, -0.01, 0.00, 0.00, 0.00, -0.01, 0.03],
  "charge": 0,
  "multiplicity": 3,
  "homo_energy_ev": [-9.04, -9.55],
  "lumo_energy_ha": [0.0285, -0.0991],
  "orbital_gap_ha": [0.361, 0.252]
}


No. 5
{
  "formula": "C22H33N3O",
  "method": "ωB97M-V/def2-TZVPD",
  "symbols": ["O", "N", "N", "N", "C", "C", "C", "C", "C", "C", "C", "C", "C", "C", "C", "C", "C", "C", "C", "C", "C", "C", "C", "C", "C", "C", "H", "H", "H", "H", "H", "H", "H", "H", "H", "H", "H", "H", "H", "H", "H", "H", "H", "H", "H", "H", "H", "H", "H", "H", "H", "H", "H", "H", "H", "H", "H", "H", "H"],
  "xyz": [[-1.39805, -2.28686, 2.18825], [0.04298, -0.70032, 1.11259], [1.75854, 0.90582, -0.10705], [-4.88021, -0.68749, 0.77496], [0.78757, 1.67446, 1.92584], [-6.08234, -1.07597, 1.39438], [-0.96731, -2.47288, -0.26349], [-4.74771, 1.62008, 1.42447], [5.53560, -0.52286, -1.10078], [3.08329, -0.15296, -0.60042], [0.30857, 0.08961, 2.27555], [-4.11037, -1.41153, 0.11217], [3.61964, -1.73528, -2.13937], [-2.32643, 1.46631, -0.02669], [2.59363, -0.83320, -1.96739], [-1.80716, -1.42782, -1.20271], [-0.88418, -1.67938, 1.24856], [-3.96278, 2.83732, 1.12988], [-2.88422, -0.90144, -0.29324], [-4.48544, 0.43829, 0.68486], [-2.63272, 2.61645, 0.62989], [1.51814, 1.94319, -0.95544], [-3.02689, 0.34834, 0.19255], [1.96019, 1.32047, 1.19961], [5.01386, -1.19100, -2.44859], [4.27514, 0.71022, -0.74387], [2.76293, 0.76364, 1.72710], [1.00954, -0.40048, 2.84886], [-0.53568, 0.05392, 3.24524], [5.29472, -1.05311, -0.46881], [3.12259, -0.87318, 0.36117], [4.11671, 1.39277, -1.62746], [-1.46805, 1.46330, -0.85953], [2.35276, -0.02987, -2.62957], [-6.13167, -0.90344, 2.26729], [0.12949, 2.04300, 1.50170], [-2.05198, -1.99059, -1.95355], [1.21247, 1.46061, -2.00779], [-4.40362, -2.62645, -0.11602], [0.71789, 2.58535, -0.68059], [2.45313, 2.66012, -1.17542], [4.79137, -0.61250, -3.39859], [1.39674, -1.17906, -1.62338], [-0.09068, -2.47566, -0.58447], [-6.44786, -2.20664, 0.99475], [-1.10519, -0.54256, -1.40659], [6.27029, 0.07655, -1.54732], [3.12272, -2.29553, -2.95572], [1.14723, 2.10225, 3.09427], [-4.28884, 3.91997, 1.72292], [5.78015, -2.07549, -2.67604], [-5.79944, 1.60319, 1.79812], [-1.63956, -3.40467, 0.06702], [-7.00944, -0.42579, 1.00596], [3.57925, -2.61293, -1.46501], [-2.25848, 3.63944, 0.47478], [0.45644, -0.61014, 0.37765], [4.60259, 1.31890, 0.05927], [2.61012, 2.34346, 1.18523]],
  "nbo_charge": [-0.63, -0.63, -0.52, -0.38, -0.30, -0.33, -0.45, -0.27, -0.35, 0.00, -0.22, 0.05, -0.47, -0.21, -0.40, -0.41, 0.73, -0.21, -0.04, 0.17, -0.28, -0.39, -0.11, -0.24, -0.40, -0.47, 0.21, 0.17, 0.22, 0.17, 0.22, 0.20, 0.21, 0.22, 0.17, 0.16, 0.21, 0.18, 0.18, 0.21, 0.15, 0.22, 0.20, 0.17, 0.22, 0.21, 0.25, 0.22, 0.20, 0.22, 0.21, 0.20, 0.23, 0.20, 0.22, 0.21, 0.39, 0.22, 0.13],
  "charge": 0,
  "homo_energy_ev": -7.35,
  "e_above_lowest_ev": 21.293,
  "lumo_energy_ha": 0.0265,
  "orbital_gap_ha": 0.297
}


No. 6
{
  "formula": "C5H9N",
  "method": "ωB97M-V/def2-TZVPD",
  "symbols": ["N", "C", "C", "C", "C", "C", "H", "H", "H", "H", "H", "H", "H", "H", "H"],
  "xyz": [[-0.22265, -2.33683, -0.25445], [0.16534, 1.41789, 0.31952], [-0.86083, 2.13596, -0.58719], [-0.35253, -0.97020, -0.03667], [0.69768, -2.99346, 0.29743], [0.51778, 0.02539, -0.16463], [0.90044, -4.03237, 0.06132], [-0.29582, 1.31780, 1.30262], [-1.68179, 1.47357, -0.84846], [1.02359, 2.06740, 0.45025], [1.30360, -2.62203, 1.13697], [1.58250, -0.18595, -0.26592], [-0.37874, 2.29251, -1.55132], [-1.04995, 3.12020, -0.16609], [-1.34861, -0.70988, 0.30663]],
  "nbo_charge": [-0.40, -0.42, -0.60, -0.04, -0.03, -0.24, 0.17, 0.20, 0.21, 0.21, 0.14, 0.20, 0.20, 0.21, 0.19],
  "charge": 0,
  "homo_energy_ev": -8.68,
  "smiles": "C=N/C=C/CC",
  "e_above_lowest_ev": 1.734,
  "lumo_energy_ha": 0.0378,
  "orbital_gap_ha": 0.357
}


No. 7
{
  "formula": "C10H12F6N5O4S2Zn",
  "method": "ωB97M-V/def2-TZVPD",
  "symbols": ["Zn", "S", "S", "F", "F", "F", "F", "F", "F", "O", "O", "O", "O", "N", "N", "N", "N", "N", "C", "C", "C", "C", "C", "C", "C", "C", "C", "C", "H", "H", "H", "H", "H", "H", "H", "H", "H", "H", "H", "H"],
  "xyz": [[-0.12746, 1.00950, 3.72113], [1.45626, -0.00284, 1.17865], [-1.06033, -0.44374, 0.90827], [0.57160, 2.02443, -0.52082], [-2.63645, 1.77772, 0.87781], [2.66377, 2.13058, -0.13219], [-3.57787, 0.10220, 0.15720], [1.87321, 0.63851, -1.53123], [-3.16620, 0.35082, 2.27499], [1.62465, -1.33504, 0.62154], [2.51154, 0.34047, 2.14631], [-1.34120, -1.77551, 1.55079], [-0.84494, -0.42971, -0.54233], [-0.12207, 0.39928, 1.87525], [-5.33116, -2.39822, 3.41797], [1.20099, 3.04713, 3.11432], [1.00628, -1.99428, -4.72358], [3.19209, -5.16402, 0.48852], [2.63085, -4.78921, -0.45858], [1.93523, -4.29090, -1.69534], [-2.73507, 0.50469, 1.06854], [1.88311, 5.06106, 1.50017], [1.82531, -1.13139, -4.81278], [2.90832, -0.13559, -4.89027], [-5.67071, -1.55681, 2.62257], [1.44912, 3.97695, 2.46761], [1.64991, 1.30290, -0.35778], [-6.08042, -0.51729, 1.75362], [-5.52583, -0.40853, 0.82159], [2.53835, 0.88617, -4.97526], [-7.13781, -0.55729, 1.49206], [3.40336, -0.14026, -3.91918], [3.64838, -0.40044, -5.64542], [1.95062, -3.20311, -1.62779], [-5.85051, 0.44626, 2.20838], [2.35570, -4.66386, -2.62926], [2.07527, 5.93199, 2.12678], [1.12962, 5.31868, 0.75586], [2.81867, 4.73598, 1.04502], [0.90584, -4.64729, -1.73316]],
  "nbo_charge": [1.76, 2.04, 2.09, -0.30, -0.31, -0.30, -0.28, -0.29, -0.31, -0.79, -0.89, -0.86, -0.83, -1.41, -0.31, -0.57, -0.33, -0.34, 0.29, -0.71, 0.77, -0.72, 0.29, -0.72, 0.28, 0.49, 0.83, -0.75, 0.26, 0.25, 0.27, 0.25, 0.27, 0.25, 0.25, 0.26, 0.28, 0.29, 0.29, 0.26],
  "charge": 1,
  "homo_energy_ev": -12.92,
  "e_above_lowest_ev": 5.650,
  "lumo_energy_ha": -0.3122,
  "orbital_gap_ha": 0.163
}


No. 8
{
  "formula": "C44H44ClF13GeN3PTi",
  "method": "ωB97M-V/def2-TZVPD",
  "symbols": ["Ge", "Ti", "Cl", "P", "F", "F", "F", "F", "F", "F", "F", "F", "F", "F", "F", "F", "F", "N", "N", "N", "C", "C", "C", "C", "C", "C", "C", "C", "C", "C", "C", "C", "C", "C", "C", "C", "C", "C", "C", "C", "C", "C", "C", "C", "C", "C", "C", "C", "C", "C", "C", "C", "C", "C", "C", "C", "C", "C", "C", "C", "C", "C", "C", "C", "H", "H", "H", "H", "H", "H", "H", "H", "H", "H", "H", "H", "H", "H", "H", "H", "H", "H", "H", "H", "H", "H", "H", "H", "H", "H", "H", "H", "H", "H", "H", "H", "H", "H", "H", "H", "H", "H", "H", "H", "H", "H", "H", "H"],
  "xyz": [[1.65397, 0.41259, -0.36608], [-0.59281, 0.79496, 1.34595], [-1.16406, -1.05645, 3.29878], [-1.62156, -1.89048, 0.10947], [4.08904, -1.44327, 5.74322], [-3.52962, -0.34411, 1.77539], [-1.37302, 0.82266, -1.20939], [-3.45706, 1.12535, 0.18796], [0.30137, 5.20373, -0.64491], [3.79295, -3.87730, 4.54877], [-0.17474, 5.68939, -3.16004], [2.19324, -4.05097, 2.32959], [-3.46593, 1.74552, 2.23973], [-1.26557, 3.81537, -4.80370], [2.88777, 0.69004, 4.86209], [-1.87331, 1.35820, -3.77421], [1.00554, -1.89969, 1.35557], [1.21737, 0.58806, 2.41726], [-0.66558, 2.29503, 3.36786], [-0.59546, 2.66835, 0.60515], [4.28816, 3.64314, -1.59589], [-2.89367, 0.81757, 1.39433], [2.81647, -0.07142, -4.99559], [-0.72645, -3.02827, -1.02950], [-1.85715, -3.54874, 3.90070], [1.89805, -0.45670, 2.98803], [-0.27375, -3.86560, -3.25166], [-1.16188, 2.06955, -1.65365], [-2.21692, -4.85557, 3.63332], [2.29932, 2.22236, -0.85912], [1.78200, -1.74415, 2.43432], [-1.21140, 3.54169, 2.82130], [-1.68033, -2.66865, 2.84162], [-0.33096, 4.23952, -1.32774], [-3.51414, -1.12940, -1.81697], [-5.86334, -1.62974, -1.75516], [2.71424, -0.43382, 4.13979], [-1.48200, 1.90510, 4.53078], [3.18889, -2.79703, 4.05452], [0.94953, -0.04129, -3.26258], [-2.38801, -5.27094, 2.31950], [0.21107, -3.93315, -0.52968], [0.73790, 2.48454, 3.80651], [-1.37192, 2.31239, -2.99269], [2.38485, -2.87759, 2.93577], [-1.85335, -3.03577, 1.51921], [0.90890, -4.77345, -1.38099], [-0.60825, 3.85400, 1.47708], [3.78565, 2.25206, -1.20640], [-0.52828, 4.50526, -2.67285], [-1.06522, 3.55280, -3.51707], [0.67701, -4.73828, -2.74814], [1.70221, -0.61107, -2.06867], [1.66499, 1.94009, 2.73550], [-4.40924, -2.40851, -0.00566], [3.62526, 4.19987, -2.84910], [-4.77646, -1.03796, -2.37941], [-5.67543, -2.30764, -0.56240], [-0.69285, 3.01309, -0.73844], [-0.96817, -3.01647, -2.40099], [-2.20523, -4.37201, 1.28670], [3.34162, -1.55847, 4.64749], [-3.30435, -1.83495, -0.63063], [1.42931, -0.57205, -4.61363], [-2.35369, -5.55068, 4.45127], [2.70907, 1.98810, 3.03341], [-1.70356, -3.20701, 4.91487], [1.42399, -1.66555, -4.59438], [1.21873, -5.39712, -3.41452], [5.37101, 3.60573, -1.74498], [2.84902, 1.02143, -4.99490], [-0.11523, -0.25330, -3.14620], [-4.90947, -0.48424, -3.30021], [2.77916, -0.61975, -2.27676], [2.81264, -0.22834, 0.44368], [1.43258, -1.65626, -1.90510], [3.98455, 1.56083, -2.03499], [-6.51853, -2.75549, -0.05180], [3.72956, 3.50486, -3.68690], [-1.04795, 1.02800, 5.00600], [-2.33528, -4.69746, 0.26212], [-1.21655, 4.64386, 1.03351], [2.55800, 4.37576, -2.70027], [-0.48488, -3.83900, -4.31309], [4.36998, 1.87567, -0.36054], [-2.69818, -0.62234, -2.31100], [-1.02160, 4.36995, 3.51699], [-4.30509, -2.91495, 0.94130], [0.39825, 4.26890, 1.59157], [2.09251, 2.94536, -0.06465], [1.03892, 1.05267, -3.28336], [-1.71646, -2.36621, -2.82457], [4.12156, 4.32938, -0.75819], [-6.85181, -1.54989, -2.18913], [-2.28395, 3.42197, 2.72231], [0.92540, 3.53638, 4.04715], [1.58891, 2.55066, 1.83532], [4.06832, 5.15054, -3.14804], [3.10387, -0.40958, -5.99244], [1.63250, -5.46426, -0.96696], [-2.66425, -6.29312, 2.09757], [0.88661, 1.90760, 4.71560], [1.72444, 2.55465, -1.72691], [0.40147, -4.00092, 0.53134], [3.58180, -0.42332, -4.30222], [-2.49635, 1.68148, 4.21699], [0.71484, -0.27347, -5.38702], [-1.50412, 2.71713, 5.26780]],
  "lowdin_charge": [0.98, 0.80, 0.87, 1.13, 0.13, -0.03, 0.00, 0.03, 0.09, 0.12, 0.13, 0.12, -0.01, 0.13, 0.08, 0.12, -0.02, -0.18, -0.23, -0.09, -0.26, -0.57, -0.11, -0.35, -0.09, -0.24, -0.08, -0.18, -0.06, -0.34, -0.22, -0.19, -0.55, -0.16, -0.12, -0.08, -0.12, -0.09, -0.15, -0.29, -0.06, -0.11, -0.15, -0.16, -0.14, -0.38, -0.07, -0.19, -0.29, -0.15, -0.14, -0.08, -0.32, -0.22, -0.09, -0.10, -0.07, -0.07, -0.19, -0.09, -0.09, -0.15, -0.34, -0.26, 0.11, 0.13, 0.11, 0.10, 0.10, 0.10, 0.07, 0.08, 0.11, 0.05, 0.00, 0.04, 0.10, 0.11, 0.07, 0.06, 0.12, 0.13, 0.05, 0.11, 0.10, 0.08, 0.13, 0.10, 0.11, 0.05, 0.09, 0.09, 0.11, 0.10, 0.11, 0.13, 0.07, 0.07, 0.07, 0.11, 0.11, 0.11, 0.04, 0.09, 0.06, 0.08, 0.11, 0.10],
  "charge": 0,
  "homo_energy_ev": [-7.22, -7.71],
  "e_above_lowest_ev": 0.000,
  "lumo_energy_ha": [0.0073, -0.0303],
  "orbital_gap_ha": [0.273, 0.253]
}